1.
Density functional theory data (the ωB97M-V functional and the def2-TZVPD basis) for the molecule C5H5NO.

Last column: natural (NBO) charge in e.
Atoms and positions in Å:
C (-0.384, -1.090, -0.315)  -0.42
C (-0.554, 0.534, -0.533)  -0.04
C (1.020, -1.436, -0.269)  0.27
C (-1.229, -0.203, 0.611)  -0.40
C (1.565, 0.839, 0.312)  0.34
N (0.495, 1.349, -0.156)  -0.42
O (1.802, -0.529, 0.208)  -0.48
H (-0.831, -1.834, -1.071)  0.26
H (-1.100, 0.931, -1.422)  0.23
H (-2.293, -0.337, 0.636)  0.24
H (-0.862, 0.313, 1.614)  0.24
H (2.371, 1.463, 0.385)  0.19

Values from the calculation:
- Relative energy (zero: lowest compared OMol25 entry of this formula, charge and spin): 459.0 kJ/mol
- Net charge: 0

***

2.
Density functional theory data (the ωB97M-V functional and the def2-TZVPD basis) for the molecule C5H5NO.

Last column: natural (NBO) charge in e.
Atoms and positions in Å:
N (-0.676, 2.531, -0.776)  -0.31
C (-0.890, 1.421, -0.552)  0.27
C (-1.012, 0.000, -0.276)  -0.33
C (-0.565, -0.527, 1.054)  -0.37
C (0.310, -0.742, -0.149)  -0.31
C (1.560, 0.052, -0.327)  0.43
O (2.471, -0.322, -1.026)  -0.50
H (-1.824, -0.509, -0.787)  0.27
H (-0.261, 0.194, 1.808)  0.24
H (-1.090, -1.398, 1.435)  0.24
H (0.361, -1.728, -0.594)  0.25
H (1.601, 1.024, 0.211)  0.13

Values from the calculation:
- Relative energy (zero: lowest compared OMol25 entry of this formula, charge and spin): 132.4 kJ/mol
- Net charge: 0

***

3.
Density functional theory data (the ωB97M-V functional and the def2-TZVPD basis) for a structure of composition C5H5NO2.

Last column: natural (NBO) charge in e.
Atoms and positions in Å:
C (0.815, -0.411, -0.245)  0.62
C (0.472, 0.463, 0.963)  -0.23
C (0.053, 0.595, -1.002)  -0.21
C (-1.276, 0.091, -0.549)  0.07
C (-0.904, -0.035, 0.921)  0.00
H (1.242, 0.283, 1.870)  0.24
H (0.122, 2.474, 0.182)  0.37
H (0.378, 1.063, -1.967)  0.24
H (-2.315, 0.635, -0.716)  0.19
H (-1.722, 0.038, 1.783)  0.23
N (0.662, 1.534, 0.012)  -0.57
O (1.680, -1.312, -0.125)  -0.50
O (-1.342, -1.120, -0.095)  -0.45

Values from the calculation:
- Relative energy (zero: lowest compared OMol25 entry of this formula, charge and spin): 614.1 kJ/mol
- Net charge: 0

***

4.
Density functional theory data (the ωB97M-V functional and the def2-TZVPD basis) for the molecule C5H5NO2.

Last column: natural (NBO) charge in e.
Atoms and positions in Å:
C (1.934, 1.007, -0.989)  -0.70
C (0.971, 0.900, 0.199)  0.50
O (1.066, 1.758, 1.111)  -0.49
C (-0.117, -0.007, 0.105)  0.34
N (-0.445, -0.814, 1.138)  -0.38
C (-1.500, -1.514, 0.657)  -0.11
C (-1.636, -1.199, -0.675)  0.07
O (-0.647, -0.379, -1.088)  -0.37
H (1.342, 0.677, -1.853)  0.22
H (2.229, 2.045, -1.107)  0.24
H (2.842, 0.350, -0.931)  0.24
H (-2.199, -2.047, 1.336)  0.23
H (-2.360, -1.491, -1.370)  0.21

Values from the calculation:
- Relative energy (zero: lowest compared OMol25 entry of this formula, charge and spin): 183.1 kJ/mol
- Net charge: 0

***

5.
Density functional theory data (the ωB97M-V functional and the def2-TZVPD basis) for the molecule C5H5NO2.

Last column: natural (NBO) charge in e.
Atoms and positions in Å:
C (1.262, 1.210, -2.084)  -0.30
O (1.518, 0.981, -0.664)  -0.46
C (0.453, 0.404, -0.035)  0.50
C (-0.742, 0.059, -0.509)  -0.50
C (-1.341, -0.796, 0.612)  0.51
O (-2.153, -1.741, 0.571)  -0.49
C (-0.142, -0.553, 1.739)  0.10
N (0.836, 0.120, 1.214)  -0.41
H (0.647, 2.121, -2.391)  0.20
H (2.313, 1.547, -2.458)  0.21
H (0.842, 0.237, -2.561)  0.20
H (-1.200, 0.300, -1.416)  0.24
H (-0.315, -0.898, 2.733)  0.20

Values from the calculation:
- Relative energy (zero: lowest compared OMol25 entry of this formula, charge and spin): 307.7 kJ/mol
- Net charge: 0

***

6.
Density functional theory data (the ωB97M-V functional and the def2-TZVPD basis) for the molecule C5H5NO2.

Last column: natural (NBO) charge in e.
Atoms and positions in Å:
O (-2.798, 0.784, 0.277)  -0.60
C (-1.558, 1.206, 0.400)  0.37
C (-0.306, 0.433, 0.000)  -0.06
C (1.098, 0.929, 0.247)  -0.23
C (1.876, -0.262, -0.160)  -0.30
C (0.951, -1.329, -0.611)  -0.03
N (-0.224, -0.869, -0.359)  0.00
O (-1.445, -1.597, -0.041)  -0.53
H (-1.195, 2.184, 0.706)  0.16
H (1.383, 2.031, 0.498)  0.25
H (2.949, -0.271, -0.499)  0.23
H (1.346, -2.240, -0.873)  0.24
H (-2.077, -1.000, 0.415)  0.51

Values from the calculation:
- Relative energy (zero: lowest compared OMol25 entry of this formula, charge and spin): 438.8 kJ/mol
- Net charge: 0

***

7.
Density functional theory data (the ωB97M-V functional and the def2-TZVPD basis) for the molecule C5H5NO2.

Last column: natural (NBO) charge in e.
Atoms and positions in Å:
O (-2.892, -0.120, 0.054)  -0.53
C (-1.683, 0.198, -0.006)  0.79
O (-1.167, 1.483, 0.246)  -0.49
C (0.249, 1.682, 0.171)  0.15
C (1.226, 0.815, -0.007)  -0.29
C (0.808, -0.604, -0.233)  -0.12
N (0.199, -1.198, 0.893)  -0.54
C (-0.642, -0.916, -0.273)  -0.21
H (0.384, 2.757, 0.347)  0.20
H (2.201, 1.032, -0.349)  0.23
H (1.668, -1.218, -0.601)  0.21
H (0.385, -2.179, 0.777)  0.35
H (-0.737, -1.732, -1.020)  0.24

Values from the calculation:
- Relative energy (zero: lowest compared OMol25 entry of this formula, charge and spin): 287.2 kJ/mol
- Net charge: 0

***

8.
Density functional theory data (the ωB97M-V functional and the def2-TZVPD basis) for the molecule C5H5NO2.

Last column: natural (NBO) charge in e.
Atoms and positions in Å:
C (0.723, 2.153, 0.050)  -0.59
C (0.723, 0.719, -0.024)  0.48
O (1.868, -0.079, -0.226)  -0.45
C (1.525, -1.363, -0.107)  0.09
C (0.214, -1.415, 0.356)  -0.13
N (-0.355, -0.187, 0.177)  -0.48
C (-1.745, 0.241, 0.077)  0.55
O (-2.823, -0.322, -0.251)  -0.53
H (-0.153, 2.661, 0.283)  0.20
H (1.547, 2.923, 0.137)  0.24
H (2.364, -2.135, -0.281)  0.24
H (-0.498, -2.325, 0.346)  0.25
H (-1.770, 1.386, -0.014)  0.14

Values from the calculation:
- Relative energy (zero: lowest compared OMol25 entry of this formula, charge and spin): 349.8 kJ/mol
- Net charge: 0

***

| no. | frontier orbital gap (eV) | highest occupied orbital energy (eV) |
| --- | --- | --- |
| 1 | 8.709 | -8.1 |
| 2 | 11.017 | -10.3 |
| 3 | 10.168 | -9.4 |
| 4 | 9.449 | -9.6 |
| 5 | 8.392 | -9.5 |
| 6 | 8.677 | -9.0 |
| 7 | 10.237 | -9.6 |
| 8 | 8.055 | -7.8 |